Here is 10 unconnected molecules or ions with the total composition C40H62N6O8S4 in a non-equilibrium geometry from the Open Molecules 2025 dataset. Energies are from ωB97M-V/def2-TZVPD.

Structure (XYZ):
```
120
Properties=species:S:1:pos:R:3:forces:R:3:mulliken_charge:R:1
O 0.5133 6.7498 -1.0689 1.0 1.2 -1.1 -0.722
S 0.0269 5.6161 -0.3759 -2.9 -0.1 -1.1 1.151
O 0.6050 5.2763 0.8714 0.8 -0.8 2.1 -0.658
C -1.8576 5.8946 -0.1697 1.9 -1.9 0.4 -0.991
C -2.3038 4.5015 -0.5855 -1.2 0.4 0.3 0.182
C -1.5402 4.0267 -1.7706 0.5 -1.2 -2.3 -0.280
C -0.0238 4.1153 -1.4771 -1.1 2.0 0.1 0.105
H -2.1558 6.7837 -0.7077 -0.1 -0.1 -0.2 0.397
H -2.0281 5.8971 0.8962 0.1 0.9 0.3 0.353
H -2.2071 3.8588 0.2993 0.5 -0.1 -0.2 -0.377
H -3.3519 4.3986 -0.8092 -0.6 0.4 -0.1 0.513
H -1.6808 4.6664 -2.6723 -0.4 -0.2 0.7 0.402
H -1.9667 3.0095 -2.0740 1.1 1.1 0.4 0.004
H 0.6913 4.3528 -2.2801 -0.5 -0.4 0.2 0.080
H 0.2724 3.3222 -0.8658 0.8 -1.3 0.9 -0.142
O 5.1955 -5.3225 4.3412 -0.4 -0.3 0.5 -0.722
S 4.9882 -4.1806 3.4974 0.6 -0.8 -1.0 1.210
O 6.1844 -3.5594 2.9831 -0.4 0.7 0.0 -0.669
C 3.9235 -4.6863 2.1039 0.5 0.9 -0.8 -0.903
C 2.7453 -3.6921 2.0254 2.0 -0.4 0.6 1.533
C 2.4752 -3.4034 3.4867 -0.1 0.2 1.9 0.024
C 3.8396 -3.0568 4.2574 -1.0 0.6 -1.4 -1.045
H 3.5575 -5.6387 2.3628 -0.3 -1.4 0.4 0.554
H 4.5613 -4.7642 1.2019 -0.4 0.2 0.6 0.294
H 3.1495 -2.8339 1.5036 -0.3 0.4 -0.2 -0.580
H 1.9005 -4.1050 1.4984 -0.2 0.1 -0.1 -0.619
H 2.0336 -4.3082 4.0049 0.4 0.9 -0.6 0.365
H 1.7727 -2.5776 3.6373 0.1 -0.1 0.0 -0.487
H 3.8073 -3.2249 5.3255 -0.1 -0.2 0.1 0.531
H 4.1844 -2.0200 4.0669 -0.3 -0.6 -0.1 0.439
O -2.9372 -0.4294 1.5671 2.5 -1.5 -1.5 -0.627
S -1.8668 -1.0347 0.6954 -1.1 2.6 0.8 1.431
O -2.2055 -2.1346 -0.1665 -0.2 -0.8 0.0 -0.719
C -1.1278 0.2815 -0.3496 1.3 -1.2 1.3 0.043
C 0.3926 -0.0059 -0.3878 0.7 -1.5 -0.7 0.710
C 0.7396 -1.3021 0.4850 -0.2 0.9 -1.0 0.042
C -0.3246 -1.4297 1.5582 -0.5 -0.1 0.7 -0.317
H -1.3094 1.1399 0.2534 -0.5 1.1 -0.1 -0.356
H -1.5988 0.2444 -1.3099 -0.4 0.3 -0.3 0.312
H 0.7124 -0.2127 -1.4560 -0.3 0.3 1.3 -1.194
H 1.0413 0.7634 0.0107 -0.4 0.7 -0.1 0.703
H 1.7913 -1.3171 0.8282 -0.7 0.3 0.1 0.189
H 0.6616 -2.1072 -0.2245 -0.1 -0.8 0.0 -0.240
H -0.2322 -0.7559 2.4392 0.0 -0.4 -0.6 -0.682
H -0.4843 -2.4563 1.8989 0.2 0.1 0.2 0.725
O -3.7219 0.8669 -1.8697 -0.6 0.8 0.1 -0.495
S -4.9916 1.4950 -1.5099 -0.4 0.4 0.8 1.118
O -5.2379 2.9160 -1.6041 0.5 0.1 -1.0 -0.773
C -6.2691 0.4848 -2.3122 0.6 0.3 0.5 -0.777
C -6.7835 -0.3566 -1.1229 -0.9 0.6 0.5 -0.701
C -5.7792 -0.3317 0.0942 -0.7 -1.0 -0.5 -0.370
C -5.3200 1.1175 0.2113 0.2 -1.3 -0.9 -0.119
H -5.6431 -0.0719 -3.0062 -0.3 -0.3 -0.1 0.321
H -6.9965 1.0942 -2.8758 0.3 -0.2 0.6 0.366
H -7.6920 0.0848 -0.6899 0.1 0.4 -0.4 0.278
H -7.1735 -1.3001 -1.4951 0.6 -0.5 0.3 0.433
H -4.9443 -0.9993 -0.0903 0.3 0.1 0.0 -0.040
H -6.2883 -0.7336 0.9882 0.2 0.4 -0.3 0.487
H -4.3256 1.2244 0.6410 -0.3 0.1 0.6 -0.219
H -6.1031 1.7563 0.6097 0.2 0.3 -0.1 0.420
C 3.1281 2.4301 -3.4956 0.1 0.1 0.2 -0.419
C 2.9001 3.7105 -4.0736 -0.4 -0.7 -0.6 -0.684
C 1.6147 3.6688 -4.5663 0.7 -0.6 1.2 -0.769
N 1.0688 2.4644 -4.2265 0.0 -0.1 -0.6 0.380
C 2.0065 1.6525 -3.6443 -0.2 0.9 0.2 0.026
H 4.0012 2.1949 -2.9339 0.6 -0.5 0.0 0.494
H 3.6489 4.4517 -4.2905 -0.1 0.3 0.4 0.436
H 0.9878 4.4110 -4.9481 -0.6 1.0 -0.8 0.478
H 0.1485 2.2015 -4.5263 0.0 -0.4 0.1 0.196
H 1.7825 0.6320 -3.3887 0.0 0.0 0.0 -0.171
C 1.5377 -5.4949 -1.6214 0.2 -0.2 0.0 -0.400
C 0.5875 -5.0285 -2.5861 0.5 -0.2 -0.8 -0.640
C -0.5470 -4.7206 -1.9023 -1.2 0.1 0.6 -0.478
N -0.3189 -4.9520 -0.5740 0.7 -0.8 -0.3 -0.047
C 0.9451 -5.5023 -0.3913 -0.8 0.7 0.5 -0.803
H 2.5620 -5.7676 -1.7778 0.2 -0.3 -0.3 0.489
H 0.6943 -5.0057 -3.6791 0.0 -0.1 0.7 0.590
H -1.5924 -4.5229 -2.1773 0.9 0.3 -0.2 0.437
H -0.9255 -4.6112 0.1318 -0.5 -0.1 0.6 0.320
H 1.2555 -5.8466 0.6138 -0.1 0.4 -1.0 0.672
C -2.6267 2.7726 3.6484 1.5 1.0 -1.2 -0.098
C -3.0587 3.7770 4.5357 0.4 1.1 0.9 -1.005
C -2.1496 4.8419 4.4088 -2.8 0.0 1.8 -0.488
N -1.2517 4.5547 3.5015 1.2 -0.6 -1.9 0.045
C -1.5018 3.3177 2.9731 -1.0 -1.0 0.6 -1.316
H -3.0228 1.8074 3.3981 -0.2 -0.2 0.2 0.683
H -3.8749 3.8363 5.2762 0.5 -0.5 -0.7 0.375
H -2.2236 5.8004 4.8886 0.2 0.1 0.1 0.437
H -0.6104 5.2106 3.0879 0.3 -0.1 0.0 0.270
H -0.8644 2.8986 2.2107 0.0 0.1 0.0 1.018
C 3.7500 -2.4365 -1.7121 0.2 -1.9 0.1 0.154
C 4.8388 -2.8725 -0.8755 -0.6 0.4 -0.4 -1.114
C 5.3563 -1.7555 -0.2708 -0.3 -1.4 -0.8 -1.030
N 4.7033 -0.6899 -0.7211 -2.6 0.7 -1.9 0.050
C 3.6885 -1.1095 -1.6334 1.0 1.8 1.6 -0.979
H 3.0288 -3.0670 -2.2305 0.4 0.1 0.0 0.477
H 5.2318 -3.8590 -0.8350 0.2 -0.5 0.3 0.742
H 6.1575 -1.6809 0.3808 1.3 0.1 1.1 0.655
H 4.7933 0.2677 -0.4657 0.4 0.3 0.3 0.238
H 2.9614 -0.4214 -2.0008 0.0 0.4 -0.2 0.822
C 0.5397 -0.5104 -5.9403 1.3 -1.3 -0.4 -0.747
C -0.6458 -0.2854 -5.2183 -1.3 0.6 -0.9 -0.833
C -0.6550 -1.0420 -4.1064 1.1 -1.9 1.4 -0.488
N 0.5567 -1.7489 -4.1032 -0.7 0.5 -0.4 0.333
C 1.2730 -1.4645 -5.2516 -2.2 1.2 1.4 -0.447
H 0.8285 -0.2179 -6.9330 -0.2 0.6 0.0 0.435
H -1.5494 0.2066 -5.5455 0.2 0.4 -0.1 0.613
H -1.4300 -1.2853 -3.3661 0.5 0.4 -0.5 0.524
H 0.7714 -2.5528 -3.5440 -0.1 -0.1 0.5 0.025
H 2.2232 -1.8958 -5.2901 1.3 -0.4 -0.7 0.516
C 1.6415 -0.4443 5.2753 -0.8 1.7 -0.4 -0.470
C 0.3138 -1.0073 5.2771 0.1 1.7 -0.1 -0.481
C -0.5763 0.0492 5.0234 0.8 -1.0 -0.5 -0.544
N 0.1786 1.1685 4.8017 -0.5 -0.8 0.6 0.242
C 1.4916 0.9292 4.9997 -0.2 -1.6 -0.1 -0.833
H 2.6206 -0.8644 5.4029 -0.1 -0.5 0.3 0.583
H 0.0127 -2.0162 5.4543 0.0 -0.4 0.1 0.547
H -1.6527 0.0473 4.8500 0.5 0.0 0.2 0.415
H -0.1975 2.0248 4.4787 -0.5 0.8 -0.1 0.220
H 2.1508 1.7655 4.9113 0.6 -0.1 0.0 0.454
```
Positions in Å, forces in eV/Å.

Output
frontier orbital gap	8.634	eV
2S+1	1
E	-111142.9209	eV
LUMO level	0.25	eV
net charge	0
SMILES	O=S1(=O)CCCC1.O=S1(=O)CCCC1.O=S1(=O)CCCC1.O=S1(=O)CCCC1.c1cc[nH]c1.c1cc[nH]c1.c1cc[nH]c1.c1cc[nH]c1.c1cc[nH]c1.c1cc[nH]c1

Here is 2 unconnected molecules or ions with the total composition C5H12N3 in a non-equilibrium geometry from the Open Molecules 2025 dataset. Energies are from ωB97M-V/def2-TZVPD.

Structure (XYZ):
```
20
Properties=species:S:1:pos:R:3:forces:R:3:mulliken_charge:R:1
C 1.7774 -0.5672 0.7256 0.0 0.0 0.8 -0.094
C 1.7729 -0.0839 -0.5156 0.3 -0.6 -0.9 -0.274
N 2.5847 -0.8459 -1.5161 0.0 0.1 0.2 -0.297
N 1.1426 -0.1137 1.8412 -0.4 -0.2 -0.4 -0.433
H 2.4080 -1.4215 0.9683 0.1 0.1 -0.3 0.211
H 1.1985 0.6706 -1.0183 -0.2 0.3 0.4 0.321
H 3.3122 -0.2773 -1.9492 0.2 0.1 0.1 0.368
H 3.0339 -1.6480 -1.0725 0.1 0.0 -0.1 0.338
H 2.0122 -1.1973 -2.2826 -0.2 -0.1 0.0 0.358
H 0.2852 0.4099 1.7215 0.1 0.1 0.1 0.223
H 1.0988 -0.7830 2.5964 0.0 0.2 0.0 0.280
C -2.6588 1.1875 -0.4005 0.4 0.1 0.3 -0.166
C -1.4284 1.4653 -0.8255 0.0 0.5 -0.5 -0.550
C -2.7846 -0.4416 1.2000 0.1 0.4 -0.1 -0.355
N -2.9686 0.7695 0.8963 -0.2 0.1 0.0 -0.384
H -3.5323 1.3750 -1.0121 0.0 -0.2 -0.2 0.364
H -0.5710 1.6164 -0.1826 -0.1 -0.5 0.3 0.256
H -1.2681 1.7896 -1.8472 -0.2 0.1 0.0 0.218
H -3.0539 -0.7643 2.1985 0.1 -0.2 0.0 0.294
H -2.3607 -1.1401 0.4744 -0.1 -0.2 0.1 0.324
```
Positions in Å, forces in eV/Å.

Output
frontier orbital gap	8.411	eV
2S+1	1
E	-9841.0187	eV
LUMO level	-3.59	eV
net charge	+1

Here is a molecular structure, C36H36Cl5F5NOP2S3SbW in a non-equilibrium geometry from the Open Molecules 2025 dataset. Energies are from ωB97M-V/def2-TZVPD.

Structure (XYZ):
```
91
Properties=species:S:1:pos:R:3:forces:R:3:mulliken_spin:R:1
W -0.3373 -0.3296 1.3976 0.7 -1.5 1.5 0.000
C -1.6477 0.2062 -4.2629 -0.1 0.1 0.0 0.001
C -1.1943 1.2389 -3.2213 0.2 -0.2 0.0 0.003
C 0.2681 1.6247 -3.4307 -0.1 0.1 0.0 0.000
P -1.7168 0.7606 -1.4483 -0.4 0.7 -0.8 0.007
C -3.5694 0.9815 -1.8310 0.0 0.0 0.3 0.000
C -4.3072 -0.3439 -1.6174 0.0 0.0 -0.1 0.002
C -4.3135 2.1535 -1.1633 0.0 -0.1 -0.1 0.001
C -0.9943 2.3077 -0.7530 0.3 -0.4 0.0 -0.002
C -1.4909 3.5919 -0.9261 0.0 0.0 -0.1 0.001
C -0.7483 4.6968 -0.5383 0.0 0.1 -0.1 0.000
C 0.5287 4.5197 -0.0378 0.1 0.1 0.0 0.000
C 1.0609 3.2485 0.0983 0.1 -0.2 0.0 0.001
C 0.3044 2.1208 -0.2209 -0.6 0.4 -0.3 -0.001
N 0.7212 0.7673 0.0025 -0.3 0.1 0.5 0.001
C 1.9230 0.3037 -0.5487 0.2 -0.3 -0.3 0.002
C 2.8790 1.1438 -1.1372 -0.1 0.1 0.1 0.001
C 4.0298 0.6274 -1.6994 0.0 0.0 0.0 0.000
C 4.2592 -0.7414 -1.7227 0.1 -0.1 -0.1 0.000
C 3.2920 -1.5879 -1.2192 0.0 0.0 0.2 -0.002
C 2.1404 -1.0843 -0.6237 -0.2 -0.2 0.1 0.001
P 0.6874 -2.1090 -0.2218 0.9 0.0 -0.7 0.005
C 0.2108 -2.7333 -1.9435 -0.6 0.3 0.0 0.001
C 0.7387 -1.8965 -3.1041 0.1 0.0 0.2 0.000
C -1.3148 -2.8672 -2.0773 0.0 -0.2 0.0 -0.001
C 1.0371 -3.7770 0.6146 -0.4 0.2 0.4 -0.040
C -0.0458 -4.7891 0.2042 0.1 -0.1 -0.1 0.019
C 1.0826 -3.7903 2.1480 0.2 0.0 0.0 0.095
H -0.8391 -0.4729 -4.5237 -0.1 0.0 0.0 0.000
H -1.9472 0.7145 -5.1807 0.0 0.0 0.0 0.000
H -2.4969 -0.3912 -3.9267 0.0 0.0 -0.1 0.000
H -1.7796 2.1542 -3.3563 0.0 0.0 0.0 0.000
H 0.9623 0.8502 -3.1075 0.1 0.1 0.0 0.000
H 0.5222 2.5480 -2.9116 0.0 0.0 0.0 0.000
H 0.4375 1.7954 -4.4963 0.0 0.0 0.0 0.000
H -3.5811 1.1654 -2.9051 0.0 0.0 0.0 0.000
H -5.3122 -0.2684 -2.0373 0.0 0.0 0.0 0.000
H -4.4025 -0.5876 -0.5621 0.0 0.0 0.1 0.000
H -3.8061 -1.1778 -2.1142 0.0 0.0 0.0 0.000
H -3.8219 2.5188 -0.2686 0.0 0.0 0.1 0.000
H -5.3201 1.8435 -0.8826 0.0 0.0 0.0 0.000
H -4.4158 2.9902 -1.8548 0.0 0.0 0.1 0.000
H -2.4575 3.7390 -1.3840 0.0 0.0 0.0 0.000
H -1.1489 5.6945 -0.6628 0.0 0.0 0.0 0.000
H 1.1250 5.3760 0.2494 0.0 0.0 0.0 0.000
H 2.0631 3.1396 0.4844 0.0 0.0 0.1 0.000
H 2.7027 2.2068 -1.1845 0.1 -0.1 0.0 0.000
H 4.7510 1.3038 -2.1389 0.0 0.0 0.0 0.000
H 5.1626 -1.1426 -2.1616 0.0 0.0 0.0 0.000
H 3.4333 -2.6608 -1.2701 0.0 0.0 0.0 0.000
H 0.6779 -3.7186 -2.0008 0.0 0.1 0.1 0.000
H 0.3748 -0.8753 -3.0360 0.1 -0.2 0.0 0.000
H 0.3752 -2.3362 -4.0347 0.0 0.0 0.0 0.000
H 1.8205 -1.8749 -3.1548 0.1 0.0 0.0 0.000
H -1.8153 -2.0022 -1.6444 0.0 0.0 -0.2 0.002
H -1.7038 -3.7584 -1.5891 0.0 0.0 0.0 0.000
H -1.5933 -2.9213 -3.1306 0.0 0.0 0.0 0.000
H 2.0063 -4.0901 0.2203 0.0 0.1 -0.1 0.001
H 0.1125 -5.7091 0.7658 0.0 0.0 0.0 0.000
H -0.0200 -5.0565 -0.8494 -0.1 0.0 0.1 0.001
H -1.0387 -4.4211 0.4640 0.0 0.0 0.0 -0.009
H 0.2649 -3.2184 2.5724 -0.1 0.2 0.1 -0.030
H 2.0172 -3.4348 2.5643 -0.1 0.1 0.0 -0.014
H 0.9558 -4.8169 2.4953 0.1 0.0 -0.1 0.001
Cl 0.9964 1.8962 2.7072 0.0 0.3 0.3 0.005
C -0.6459 2.4121 2.5641 -0.1 -0.2 -0.2 -0.006
C -1.5167 1.4638 2.0212 -0.1 0.8 0.1 0.007
C -2.8612 1.8272 2.1590 0.3 -0.4 -0.3 0.000
Cl -4.0925 0.6499 1.8855 -0.3 0.1 -0.2 0.007
C -3.2785 3.0897 2.5841 0.1 0.0 0.0 0.001
Cl -4.9455 3.4904 2.5958 0.0 0.0 0.0 0.000
C -2.3403 4.0316 2.9950 0.0 0.0 0.0 -0.001
Cl -2.8195 5.5998 3.4747 0.0 0.0 0.0 0.000
C -0.9984 3.6631 3.0385 -0.1 0.0 -0.1 0.001
Cl 0.1910 4.7284 3.6507 0.0 0.0 0.0 0.000
S -2.2465 -4.2253 3.6528 0.3 -0.5 0.1 0.893
Sb -2.9233 -2.0516 3.2405 0.3 0.8 -0.2 -0.005
S -2.1528 -1.7797 0.9106 0.8 0.4 0.4 0.017
S -0.8894 -0.7852 3.7206 -0.4 -0.3 -0.2 0.051
F 6.0531 -0.8052 5.1420 0.1 -0.1 0.0 0.000
C 4.9296 -0.8704 4.4476 -0.1 0.0 0.0 -0.001
C 4.8745 -1.5464 3.2430 -0.1 0.1 0.1 0.001
F 5.9367 -2.1938 2.7813 0.1 0.0 0.0 0.000
C 3.6997 -1.5798 2.5169 -0.3 0.0 -0.1 0.003
F 3.6781 -2.3871 1.4588 0.1 0.1 -0.5 0.000
C 2.5358 -0.8921 2.8962 0.0 0.0 0.7 -0.004
O 1.4431 -0.8496 2.1212 -0.7 -0.4 -1.0 -0.016
C 2.6000 -0.3394 4.1885 -0.1 -0.1 -0.2 -0.004
F 1.5084 0.1475 4.7752 0.1 0.1 0.2 0.002
C 3.7655 -0.3072 4.9352 0.0 0.0 -0.1 0.000
F 3.7511 0.2649 6.1310 0.0 0.1 0.1 0.000
```
Positions in Å, forces in eV/Å.

Output
frontier orbital gap (spin up / spin down)	5.421 / 4.812	eV
2S+1	2
E	-177092.8114	eV
LUMO level (spin up / spin down)	-5.08 / -5.67	eV
⟨S²⟩	0.76
net charge	+1

Here is a molecular structure, C27H40O5PSTi in a non-equilibrium geometry from the Open Molecules 2025 dataset. Energies are from ωB97M-V/def2-TZVPD.

Structure (XYZ):
```
75
Properties=species:S:1:pos:R:3:forces:R:3:mulliken_charge:R:1
Ti 0.8144 -0.1132 0.1083 -0.5 0.3 0.9 -0.137
O -2.4771 -0.5671 -1.2490 -0.1 0.0 0.0 -0.619
C -1.8766 0.2316 -0.5872 0.3 -0.1 -0.1 0.643
O -0.5672 0.5208 -0.8583 -0.1 -0.2 0.1 -0.431
C -2.4199 0.9883 0.5656 -0.1 0.0 0.0 0.652
C -3.7439 1.4115 0.4674 0.0 0.0 0.0 -0.531
C -4.3271 2.1390 1.4886 0.0 0.0 0.0 -0.694
C -3.5865 2.4281 2.6259 0.0 0.0 0.0 -0.602
C -2.2794 1.9852 2.7466 0.0 0.0 0.0 -0.887
C -1.6796 1.2648 1.7178 0.0 0.0 0.1 0.782
S -0.0417 0.6550 2.0869 0.1 -0.2 -0.5 -0.370
H -4.3000 1.1665 -0.4278 0.0 0.0 0.0 0.477
H -5.3500 2.4775 1.3991 0.0 0.0 0.0 0.425
H -4.0286 2.9973 3.4328 0.0 0.0 0.0 0.402
H -1.7182 2.1944 3.6478 0.0 0.0 0.0 0.450
C 4.0177 1.6365 1.1002 0.0 0.0 -0.1 -1.259
C 2.9271 0.8840 0.4386 0.1 0.0 -0.2 0.977
O 2.7422 -0.3680 0.6578 0.0 0.0 0.2 -0.589
O 2.0710 1.4220 -0.3334 0.1 0.0 0.0 -0.474
H 4.9738 1.2370 0.7593 0.0 0.0 0.0 0.349
H 3.9569 1.4629 2.1743 0.0 0.0 0.0 0.321
H 3.9495 2.6952 0.8727 0.0 0.0 0.0 0.348
O 0.3539 -1.9196 0.2282 0.3 0.2 -0.2 0.448
P -0.1039 -3.2822 -0.3705 -0.2 0.0 -0.1 -0.036
C -0.1329 -3.0806 -2.1619 0.0 0.0 -0.1 0.041
C 1.1001 -2.3302 -2.7122 0.0 0.1 0.1 -0.535
C 1.2429 -2.6144 -4.2036 0.0 0.0 0.0 -1.109
C 1.5942 -4.0872 -4.4437 0.0 0.0 0.0 -0.843
C 0.8889 -5.0235 -3.4471 0.0 -0.1 0.0 -0.391
C -0.4000 -4.4075 -2.9158 0.0 0.0 0.0 -0.846
C -1.8040 -3.5512 0.1759 -0.1 0.0 0.0 0.279
C -2.0899 -2.9783 1.5750 0.1 0.0 0.0 -0.773
C -3.6061 -2.8784 1.7763 0.0 0.1 0.0 -0.656
C -4.3525 -4.0734 1.1574 0.0 0.0 0.0 -0.737
C -3.4368 -5.2871 1.0514 0.0 0.0 0.0 -0.943
C -2.3080 -5.0135 0.0496 0.0 0.0 0.0 -0.860
C 1.0435 -4.5439 0.1983 0.0 -0.1 0.0 0.957
C 0.8190 -4.9032 1.6758 -0.1 0.0 0.0 -0.753
C 1.6256 -6.1591 2.0360 0.0 0.0 0.0 -0.921
C 2.9656 -6.2215 1.2896 0.0 0.0 0.0 -0.703
C 3.4574 -4.8154 0.9796 0.0 0.0 0.0 -1.008
C 2.5208 -4.1244 -0.0207 0.0 0.1 -0.1 -0.452
H -0.9997 -2.4205 -2.2903 0.0 0.0 0.0 0.627
H 2.0190 -2.6195 -2.1976 0.0 0.0 0.0 0.279
H 0.9601 -1.2548 -2.5530 0.0 0.0 0.0 0.376
H 2.0019 -1.9658 -4.6409 0.0 0.0 0.0 0.481
H 0.3019 -2.3589 -4.6986 0.0 0.0 0.0 0.342
H 2.6747 -4.2230 -4.3645 0.0 0.0 0.0 0.353
H 1.3270 -4.3592 -5.4657 0.0 0.0 0.0 0.293
H 1.5553 -5.2569 -2.6125 0.0 0.0 0.0 -0.118
H 0.6649 -5.9804 -3.9195 0.0 0.0 0.0 0.637
H -0.9407 -5.1236 -2.2937 0.0 0.0 0.0 0.290
H -1.0660 -4.1892 -3.7532 0.0 0.0 0.0 0.592
H -2.3667 -2.9257 -0.5281 0.0 0.0 0.0 0.621
H -1.6302 -1.9967 1.6976 0.0 0.0 0.0 -0.219
H -1.6456 -3.6196 2.3385 0.0 0.0 0.0 0.441
H -3.9649 -1.9448 1.3361 0.0 0.0 0.0 0.113
H -3.8105 -2.8166 2.8467 0.0 0.0 0.0 0.459
H -4.7102 -3.8172 0.1553 0.0 0.0 0.0 0.330
H -5.2408 -4.3080 1.7433 0.0 0.0 0.0 0.480
H -3.9888 -6.1716 0.7326 0.0 0.0 0.0 0.513
H -3.0197 -5.5226 2.0347 0.0 0.0 0.0 0.356
H -2.6859 -5.1702 -0.9622 0.0 0.0 0.0 0.450
H -1.5011 -5.7353 0.1981 0.0 0.0 0.0 0.258
H 0.8121 -5.4277 -0.4118 0.0 0.0 0.0 0.763
H -0.2349 -5.0771 1.8921 0.0 0.0 0.0 -0.050
H 1.1255 -4.0516 2.2891 0.0 0.0 0.0 0.344
H 1.0305 -7.0473 1.8127 0.0 0.0 0.0 0.303
H 1.7934 -6.1663 3.1143 0.0 0.0 0.0 0.468
H 2.8531 -6.7753 0.3519 0.0 0.0 0.0 0.325
H 3.6991 -6.7711 1.8786 0.0 0.0 0.0 0.462
H 4.4663 -4.8292 0.5664 0.0 0.0 0.0 0.533
H 3.5114 -4.2336 1.9034 0.0 0.0 0.0 0.349
H 2.8197 -4.3842 -1.0373 0.0 0.0 0.0 0.248
H 2.6272 -3.0408 0.0771 0.0 0.0 0.0 -0.089
```
Positions in Å, forces in eV/Å.

Output
frontier orbital gap	7.641	eV
2S+1	1
E	-82126.4549	eV
LUMO level	-3.79	eV
net charge	+1